[1]
2 unconnected molecules or ions with the total composition C6H11P. Source: the OMol25 dataset; level of theory: the ωB97M-V functional and the def2-TZVPD basis.

Structure (ORCA input):
```
! wB97M-V def2-TZVPD RIJCOSX def2/J DEFGRID3
* xyz 0 1
C 1.727 0.868 0.766
C 0.502 0.721 1.254
C -3.231 1.290 -0.283
C 1.981 0.389 -0.628
C 0.704 -0.281 -1.158
C -0.879 -1.697 0.806
P -0.668 -0.010 0.086
H 2.544 1.317 1.311
H 0.182 1.049 2.229
H -2.829 2.147 -0.853
H -3.553 0.561 -1.051
H 2.263 1.240 -1.253
H 2.824 -0.307 -0.637
H 0.406 0.144 -2.119
H 0.839 -1.354 -1.307
H 0.066 -2.085 1.186
H -1.606 -1.630 1.613
H -1.274 -2.360 0.039
*
```

* relative energy (zero: lowest compared OMol25 entry of this formula, charge and spin): 3.464 eV
* gap between HOMO and LUMO: 8.388 eV
* highest occupied orbital energy: -8.1 eV
* molar mass: 114.13 g mol⁻¹

[2]
C5H13NOS in the gas phase. Source: the OMol25 dataset; level of theory: the ωB97M-V functional and the def2-TZVPD basis.

Structure (ORCA input):
```
! wB97M-V def2-TZVPD RIJCOSX def2/J DEFGRID3
* xyz 0 1
C 1.872 2.532 2.610
S 0.315 1.008 2.579
C 1.215 0.253 0.673
C -0.055 -0.599 0.421
C -0.675 -0.576 -1.045
N 0.292 -1.173 -2.041
C -1.900 -1.461 -1.177
O -2.601 -1.218 -2.399
H 1.634 3.192 1.765
H 2.913 2.024 2.492
H 1.856 2.965 3.616
H 2.333 -0.066 1.011
H 1.328 1.153 -0.014
H 0.016 -1.736 0.518
H -0.726 -0.092 1.094
H -1.089 0.497 -1.414
H -0.037 -0.921 -2.962
H 1.217 -0.717 -1.901
H -1.617 -2.560 -1.116
H -2.695 -1.268 -0.367
H -3.595 -1.237 -2.345
*
```

* relative energy (zero: lowest compared OMol25 entry of this formula, charge and spin): 4.311 eV
* gap between HOMO and LUMO: 9.014 eV
* highest occupied orbital energy: -8.8 eV
* molar mass: 135.23 g mol⁻¹
* SMILES string: CSCC[C@@H](N)CO

[3]
3 unconnected molecules or ions with the total composition C3H7ClN2. Source: the OMol25 dataset; level of theory: the ωB97M-V functional and the def2-TZVPD basis.

Structure (ORCA input):
```
! wB97M-V def2-TZVPD RIJCOSX def2/J DEFGRID3
* xyz 0 1
C 0.043 1.986 -0.819
N 0.038 0.911 -0.175
C 0.970 0.466 0.619
N 1.746 0.049 1.337
H -0.763 2.490 -1.348
H 0.920 2.678 -0.916
Cl 4.653 -0.401 0.159
H 3.550 -0.832 0.652
C -2.271 -1.503 0.054
H -1.535 -1.045 0.805
H -2.050 -1.073 -0.881
H -2.073 -2.586 0.091
H -3.227 -1.141 0.422
*
```

* relative energy (zero: lowest compared OMol25 entry of this formula, charge and spin): 2.049 eV
* gap between HOMO and LUMO: 10.094 eV
* highest occupied orbital energy: -10.8 eV
* molar mass: 106.56 g mol⁻¹
* SMILES string: C=NC#N.Cl.C